10
Properties=species:S:1:pos:R:3:forces:R:3 method="wB97M-V/def2-TZVPD" total_charge=0 homo_lumo_gap_ev=10.6727 e_above_lowest_kcal_mol=43.1 homo_ev=-9.88
H -1.6118 0.8429 -0.4837 0.58 -0.77 -0.36
N -1.1417 0.0680 -0.9821 -2.26 1.51 -0.68
C -0.1339 -0.3768 -0.4536 2.66 -1.58 0.50
N 0.7443 -1.3168 -1.0325 -1.38 -0.77 -1.81
O 0.4655 -0.0600 0.7799 -0.95 2.01 0.75
C 0.1455 1.1755 1.3811 -1.10 -0.67 -1.65
O -0.7520 1.9284 1.0947 1.13 -1.10 0.33
H 0.9954 -2.0767 -0.3284 -0.44 1.14 -1.98
H 0.4001 -1.5339 -2.0975 1.13 0.06 4.00
H 0.8886 1.3494 2.1222 0.62 0.16 0.89

175
Properties=species:S:1:pos:R:3:forces:R:3 method="wB97M-V/def2-TZVPD" multiplicity=3 total_charge=0 homo_lumo_gap_ev="5.7366 / 2.6002" homo_ev="-8.43 / -8.43"
Pd -1.9180 5.3449 0.5793 1.30 -1.81 0.31
P -0.0612 0.1584 -1.2691 -0.06 -2.08 -0.59
F 0.7743 -1.2013 -0.8965 -1.49 1.46 0.03
F 1.2901 0.7898 -1.8878 0.33 1.05 0.17
F -0.3312 -0.4309 -2.8008 -0.41 0.32 1.59
F -0.9520 1.3742 -1.6287 -0.17 4.25 -2.37
F -1.4928 -0.2409 -0.5989 0.70 -3.03 0.61
F 0.3098 0.9458 0.0966 0.45 -0.52 1.01
P -7.2802 1.3896 1.6217 0.40 -0.38 0.22
F -7.1398 1.9051 0.0563 -0.49 -0.28 1.01
F -8.6166 2.2446 1.8373 0.42 -0.58 -0.23
F -8.0569 0.0200 1.2394 0.48 1.17 -0.61
F -7.2930 0.8294 3.1680 0.11 0.27 -0.54
F -5.7831 0.6468 1.3348 -0.29 -0.37 0.44
F -6.3761 2.6317 2.1664 -0.15 0.45 -0.38
C -3.0858 2.6887 1.4643 -0.99 -1.01 3.12
C -1.9896 3.1440 2.4020 0.09 0.07 0.01
O -2.0642 4.5891 2.7423 -0.48 -1.03 -1.53
O -3.0307 3.1314 0.1709 1.13 1.53 -1.81
H -4.0555 2.9880 1.8620 -0.13 -0.36 0.43
H -2.9860 1.6037 1.4966 -0.23 -0.29 0.02
H -1.0225 2.8807 1.9738 0.14 0.37 0.17
H -2.0264 2.6942 3.3942 -0.41 -0.79 -0.40
H -1.7268 4.5447 3.6400 0.30 1.07 0.17
H -3.7349 2.7002 -0.3187 -0.33 -0.05 -0.16
C -4.2965 -0.7523 -2.0373 0.69 -0.57 1.01
C -5.3130 -1.2472 -0.9186 -0.91 -0.57 -2.13
O -4.8329 -1.8872 0.2194 1.60 0.23 0.49
O -3.2975 -1.7538 -2.3677 -0.70 0.58 -0.16
H -3.8666 0.2146 -1.7758 0.79 -0.01 0.72
H -4.6701 -0.4717 -3.0221 -1.06 -0.67 0.16
H -5.8578 -2.0740 -1.3744 -0.42 0.33 -0.50
H -6.0070 -0.4779 -0.5800 0.04 0.22 -0.67
H -4.7461 -1.2119 0.8962 0.14 -0.15 0.31
H -2.7505 -2.0448 -1.6345 -0.12 0.42 0.48
C 0.5583 0.5487 4.8794 0.53 1.08 2.57
C 1.9475 0.9081 5.4925 0.74 -1.67 -0.60
O 1.9649 1.1325 6.9124 -0.97 0.88 -0.58
O -0.2494 1.7216 5.0800 -0.64 0.36 -1.16
H 0.1465 -0.2099 5.5450 -0.09 -0.53 -0.28
H 0.4912 0.2027 3.8479 0.41 0.36 0.10
H 2.4113 1.7465 4.9728 -0.24 0.28 0.31
H 2.6473 0.0773 5.4024 -0.05 -0.25 -0.83
H 1.7411 0.2984 7.3315 0.00 -0.12 0.09
H -0.1471 2.0347 5.9817 0.22 -0.26 0.22
C 5.6438 4.0779 -1.0831 0.54 -1.26 0.37
C 6.4277 3.6642 -2.3144 0.63 -0.87 -0.25
O 6.1935 4.3930 -3.4674 -1.15 1.77 -1.64
O 4.3470 3.4639 -0.9556 0.44 0.68 0.02
H 5.6746 5.1514 -0.8971 -0.40 0.21 -0.44
H 6.2125 3.6535 -0.2557 0.01 0.01 0.14
H 6.2207 2.6614 -2.6883 -0.21 -0.79 1.37
H 7.5106 3.7461 -2.2204 0.18 -0.20 1.27
H 6.6573 3.8867 -4.1383 -0.15 0.41 -0.46
H 3.8371 3.6525 -1.7468 -0.15 -0.01 -0.48
C -3.9755 -5.7172 3.1050 2.17 1.65 -2.82
C -3.5123 -4.3339 2.4231 -3.02 -0.34 0.25
O -3.6610 -3.3021 3.3564 0.33 -0.12 1.96
O -2.8197 -6.1024 3.8300 -0.78 -0.66 1.13
H -4.1171 -6.4135 2.2785 0.18 -0.21 -0.04
H -4.9330 -5.7156 3.6259 0.26 0.57 0.43
H -4.2601 -4.0779 1.6726 0.32 -0.51 -0.75
H -2.4974 -4.2364 2.0375 -0.01 -1.16 -0.41
H -3.8083 -2.4588 2.9219 -0.02 0.06 -0.26
H -2.9844 -5.7175 4.6939 0.55 -0.06 0.34
C -4.6652 -0.6137 5.3885 -1.24 1.32 0.23
C -3.6486 -0.4847 4.3108 1.87 -1.93 0.75
O -4.0090 -0.7963 2.9998 -0.77 1.04 -1.08
O -5.5534 0.4835 5.2964 -0.38 0.78 0.17
H -4.1865 -0.4352 6.3514 0.30 -0.54 0.03
H -5.3066 -1.4944 5.4198 0.73 -0.60 -0.23
H -2.9288 -1.2879 4.4682 0.53 0.19 0.55
H -3.1289 0.4685 4.4074 -0.11 0.26 -0.12
H -4.5402 -0.0992 2.6079 -0.55 0.23 -0.04
H -6.0411 0.4064 4.4731 -0.40 0.14 -0.12
C 0.2187 -2.2694 1.9189 -2.09 0.68 -0.80
C 0.3084 -3.5843 2.7092 0.86 0.94 -0.08
O -0.5388 -3.7208 3.8108 0.38 0.74 1.03
O -1.0896 -2.3000 1.3416 -0.99 -1.27 -0.77
H 1.0080 -2.0717 1.1936 0.19 -0.89 -0.18
H 0.1476 -1.2956 2.4033 0.85 -0.34 1.52
H 1.3482 -3.5200 3.0298 0.11 -0.66 0.66
H 0.1762 -4.4976 2.1293 0.26 0.36 -0.87
H -1.4516 -3.8843 3.5628 -0.12 0.09 -0.29
H -1.3804 -1.5784 0.7791 0.64 0.25 0.16
C 1.0673 -4.5600 -1.0261 -0.34 -0.80 0.78
C 1.7777 -5.7993 -0.4881 -0.12 0.73 0.02
O 0.8289 -6.7021 -0.0304 -0.48 -1.25 0.69
O 0.2603 -4.9184 -2.1440 1.36 -0.33 0.22
H 1.7921 -3.7546 -1.1454 0.04 0.20 -0.64
H 0.3142 -4.2381 -0.3069 0.46 0.22 0.78
H 2.4076 -5.5938 0.3773 -0.11 0.51 0.13
H 2.4776 -6.2455 -1.1946 -0.16 -0.05 -0.62
H 0.1154 -6.8218 -0.6615 0.06 0.26 -0.36
H -0.0816 -4.0686 -2.4316 -0.47 0.10 -0.82
C 2.1456 4.9105 -4.7859 -1.53 -1.60 -0.78
C 2.0143 3.3687 -4.5826 -2.20 1.91 -0.06
O 2.7657 3.0907 -3.4814 1.67 -0.89 2.07
O 3.4364 5.2452 -4.9974 2.09 0.69 -0.92
H 1.7933 5.5375 -3.9668 -0.63 -0.57 0.77
H 1.5129 5.1811 -5.6312 0.17 0.13 -0.38
H 2.2589 2.6819 -5.3929 0.17 0.62 -0.58
H 0.9885 3.1713 -4.2712 -0.61 0.00 -0.57
H 2.4860 2.2092 -3.2240 0.50 -0.43 0.48
H 3.9860 4.6551 -4.4765 0.50 0.02 0.23
C 1.3004 5.0829 0.7380 0.40 -1.57 -1.54
C 0.9731 3.6217 0.2794 -0.62 1.52 0.76
O -0.4087 3.6772 -0.1477 0.47 1.26 -0.20
O 0.1838 5.5646 1.4626 -0.44 0.34 0.85
H 1.4083 5.7409 -0.1242 0.30 -0.19 -0.16
H 2.2265 5.0572 1.3124 -0.17 0.22 0.20
H 0.9983 2.9120 1.1063 0.44 0.17 0.11
H 1.6234 3.2944 -0.5318 -0.04 0.08 0.01
H -0.6655 2.7887 -0.4049 -0.66 -0.59 -0.37
H 0.4731 6.1958 2.1257 -0.10 0.14 0.12
C -1.0580 6.7921 -2.3459 -1.85 -0.14 -2.48
C -2.5006 6.3279 -2.5429 -0.91 1.51 -0.66
O -2.7212 5.2203 -1.6782 0.27 -0.05 -0.40
O -0.9489 6.9101 -0.9593 1.41 0.34 0.59
H -0.8095 7.7307 -2.8413 -0.69 0.43 0.17
H -0.4252 6.1510 -2.9597 0.65 -0.95 1.27
H -2.8335 6.2142 -3.5745 0.76 -1.08 -0.28
H -3.2560 7.0726 -2.2919 0.39 0.65 0.75
H -3.3753 4.6506 -2.0894 -0.07 -0.35 0.25
H -0.6771 7.8245 -0.8515 0.07 0.03 0.79
C 4.6773 -2.0878 -3.3644 0.39 -0.79 -0.81
C 3.3135 -1.7309 -2.9032 -2.10 -0.10 0.53
O 2.5716 -0.6820 -3.5446 1.25 0.09 -0.31
O 5.6943 -1.1524 -3.0485 -0.03 1.07 0.55
H 4.6912 -2.2839 -4.4365 -0.20 0.24 -0.25
H 4.9039 -3.0572 -2.9205 0.00 -0.08 0.33
H 3.2055 -1.5906 -1.8277 0.80 0.25 0.31
H 2.6433 -2.5798 -3.0386 0.57 -0.85 -0.24
H 2.0053 -0.3767 -2.8321 -0.01 0.24 -0.45
H 6.5661 -1.4430 -3.3262 -0.18 -0.35 -0.21
C 4.6466 -0.3370 2.5888 0.80 -0.04 -1.05
C 3.8545 0.8487 1.9053 -0.73 -2.26 0.55
O 2.6210 0.2115 1.4963 0.22 0.21 0.27
O 4.8744 -1.4304 1.7277 -1.30 -0.67 0.06
H 4.1429 -0.7798 3.4481 -0.26 0.58 0.10
H 5.6899 -0.1316 2.8283 -0.20 1.41 0.92
H 4.3375 1.2342 1.0074 0.37 0.20 0.27
H 3.5936 1.6061 2.6445 0.46 0.37 0.01
H 2.1060 0.7903 0.9295 0.10 0.02 -0.07
H 5.2965 -1.0834 0.9383 0.13 -0.17 -0.25
C -2.5263 -6.2102 -1.3652 2.84 1.36 1.14
C -3.4104 -5.0395 -1.9156 0.24 -3.07 0.51
O -4.2867 -4.7138 -0.8283 0.37 0.36 -1.16
O -3.1835 -7.3304 -0.9622 -3.72 -2.31 0.42
H -2.0703 -5.8330 -0.4498 0.53 0.72 0.00
H -1.7336 -6.7087 -1.9230 0.49 1.63 -1.32
H -3.8990 -5.5781 -2.7276 -0.93 0.66 -0.20
H -2.8762 -4.1905 -2.3421 0.25 -0.28 0.32
H -4.0609 -3.8057 -0.6142 -0.35 0.25 0.46
H -2.7511 -7.8258 -0.2628 0.16 0.50 -0.07
C -0.5163 -2.9909 -4.9396 0.47 -0.45 -0.99
C -1.8175 -2.4735 -5.5215 -0.70 -0.52 0.54
O -2.9305 -3.1268 -4.8634 0.73 0.24 -1.57
O -0.4607 -2.8722 -3.5632 -0.17 0.70 1.21
H 0.3581 -2.4560 -5.3102 0.00 0.08 -0.71
H -0.3608 -4.0523 -5.1326 -0.31 -0.06 -0.43
H -1.8367 -2.6445 -6.5978 -0.25 -0.65 -0.01
H -1.9155 -1.3885 -5.4880 0.13 0.27 0.64
H -2.9861 -2.8097 -3.9590 0.07 0.43 0.33
H -0.0955 -1.9960 -3.4205 -0.21 0.01 0.61
C 7.9990 0.4698 0.8629 -0.14 0.30 -1.55
C 7.5030 -0.1423 -0.4393 1.00 -5.23 1.28
O 6.1291 -0.6256 -0.3320 1.02 2.31 -0.80
O 7.3205 1.6635 0.8517 -0.94 3.04 0.24
H 9.0707 0.6339 0.7499 0.15 -0.03 0.30
H 7.7320 0.0684 1.8405 0.38 -1.45 -0.42
H 7.9856 -1.1166 -0.5165 0.85 -0.22 -0.01
H 7.7686 0.2505 -1.4208 -0.39 1.30 0.44
H 5.8630 -0.5676 -1.2526 -1.01 -0.51 -0.55
H 6.5799 1.4626 0.2748 -0.58 0.72 0.28